#i
DFT (ωB97M-V/def2-TZVPD) results for a single C4H7NO molecule.

Summary:
* spin multiplicity: 1
* LUMO level: 0.859 eV
* frontier orbital gap: 9.83 eV
* molecular weight: 85.11 g mol⁻¹

Last columns: bonded neighbours and bond lengths (Å).
Geometry (Å):
1 O -1.6873 1.4081 -0.4089  C2 1.391, H7 0.966
2 C -0.5376 0.6341 -0.5281  O1 1.391, C3 1.532, C6 1.497, H8 1.150
3 C 0.6811 0.9546 0.3437  C2 1.532, C4 1.537, H9 1.096, H10 1.088
4 C 0.9854 -0.5500 0.2654  C3 1.537, N5 1.430, C6 1.480, H11 1.078
5 N 0.1840 -1.2068 1.2513  C4 1.430, C6 1.679, H12 1.032
6 C -0.3557 -0.8330 -0.2939  C2 1.497, C4 1.480, N5 1.679, H13 1.093
7 H -2.4632 0.8663 -0.6029  O1 0.966
8 H -0.1330 0.3999 -1.5793  C2 1.150
9 H 0.4134 1.2364 1.3689  C3 1.096
10 H 1.4035 1.6518 -0.0754  C3 1.088
11 H 1.9194 -0.9378 -0.1073  C4 1.078
12 H 0.4761 -2.1958 1.2830  N5 1.032
13 H -0.8803 -1.5328 -0.9498  C6 1.093

#ii
DFT (ωB97M-V/def2-TZVPD) results for a 2-piece molecular cluster, C4H7NO overall.

Summary:
* spin multiplicity: 1
* LUMO level: 0.279 eV
* frontier orbital gap: 9.33 eV
* molecular weight: 85.11 g mol⁻¹

Last columns: bonded neighbours and bond lengths (Å).
Geometry (Å):
1 C 1.6599 0.3115 0.0931  C2 1.397, N5 1.381, O6 1.166
2 C 0.5413 0.5513 0.8949  C1 1.397, N5 1.438, H7 1.117
3 C -1.3017 1.3523 -0.1566  H8 1.057, H9 1.117, H10 1.046
4 C 0.0363 -1.6405 -0.2983  N5 1.436, H11 1.078, H12 1.096, H13 1.024
5 N 0.8919 -0.7750 0.4644  C1 1.381, C2 1.438, C4 1.436
6 O 2.5045 0.6696 -0.6268  C1 1.166
7 H 0.6316 0.7526 1.9895  C2 1.117
8 H -1.7792 0.4379 -0.3880  C3 1.057
9 H -0.8189 1.8756 -1.0179  C3 1.117
10 H -1.6625 2.0036 0.5786  C3 1.046
11 H -0.9791 -1.3843 -0.0424  C4 1.078
12 H 0.1609 -1.5102 -1.3794  C4 1.096
13 H 0.1149 -2.6444 -0.1110  C4 1.024

#i comes first in stability; the runner-up is 1.226 eV higher.

#i
DFT (ωB97M-V/def2-TZVPD) results for a 2-piece molecular cluster, C4H7NO overall.

Summary:
* spin multiplicity: 1
* LUMO level: 0.773 eV
* frontier orbital gap: 9.95 eV
* molecular weight: 85.11 g mol⁻¹

Last columns: bonded neighbours and bond lengths (Å).
Geometry (Å):
1 C -2.0177 1.1144 0.1803  C3 1.297, H7 1.155, H8 1.130
2 C 2.6464 0.1300 -0.2890  N5 1.243, H9 1.138, H10 1.059
3 C -1.1246 0.1778 0.0976  C1 1.297, C4 1.448
4 C -0.8739 -1.2472 0.1491  C3 1.448, H11 1.155, H12 1.075, H13 1.106
5 N 1.4277 -0.0730 -0.1490  C2 1.243, O6 1.346
6 O 0.6113 0.9954 -0.0972  N5 1.346
7 H -1.6773 2.2149 0.0912  C1 1.155
8 H -3.1100 1.0975 0.4680  C1 1.130
9 H 3.3095 -0.7604 -0.5415  C2 1.138
10 H 3.0368 1.0791 -0.5494  C2 1.059
11 H -1.6035 -1.8099 0.8457  C4 1.155
12 H -0.7420 -1.6341 -0.8448  C4 1.075
13 H 0.1173 -1.2845 0.6391  C4 1.106

#ii
DFT (ωB97M-V/def2-TZVPD) results for a single C4H7NO molecule.

Summary:
* spin multiplicity: 1
* LUMO level: 1.007 eV
* frontier orbital gap: 10.90 eV
* molecular weight: 85.11 g mol⁻¹

Last columns: bonded neighbours and bond lengths (Å).
Geometry (Å):
1 C 1.8563 -0.2595 0.6635  C2 1.520, H7 1.089, H8 1.092, H9 1.094
2 C 0.6581 0.5160 0.1415  C1 1.520, O3 1.217, C4 1.516
3 O 0.4878 1.6964 0.3818  C2 1.217
4 C -0.3604 -0.2265 -0.7001  C2 1.516, C5 1.473, N6 1.569, H10 1.084
5 C -1.6712 -0.5336 -0.1013  C4 1.473, N6 1.435, H11 1.086, H12 1.087
6 N -1.6660 0.5934 -0.9899  C4 1.569, C5 1.435, H13 1.013
7 H 1.6394 -1.3229 0.7573  C1 1.089
8 H 2.2031 0.1147 1.6285  C1 1.092
9 H 2.7056 -0.1866 -0.0230  C1 1.094
10 H -0.4434 -0.1583 -1.7787  C4 1.084
11 H -1.8007 -0.2596 0.9411  C5 1.086
12 H -2.2208 -1.4132 -0.4261  C5 1.087
13 H -1.4702 1.4763 -0.5345  N6 1.013

#ii comes first in stability; the runner-up is 2.379 eV higher.